Record 1
Molecular formula: C4H8N2O
Method: DFT, the ωB97M-V functional and the def2-TZVPD basis

Positions of all 15 atoms, in Å:
O (2.44515, -1.26251, 0.39574)
C (1.49591, -0.51548, 0.30049)
C (0.86609, 0.35452, 1.39620)
N (-0.36511, 0.91125, 0.83524)
C (-1.38097, -0.04140, 0.37901)
C (-0.39831, 0.54413, -0.56816)
N (0.75564, -0.26718, -0.82978)
H (0.68098, -0.23410, 2.30023)
H (1.55202, 1.17490, 1.64232)
H (-1.24867, -1.10484, 0.58010)
H (-2.40019, 0.32675, 0.46462)
H (-0.63020, 1.31203, -1.30523)
H (0.87320, -0.83606, -1.65542)
H (-1.06812, -0.59245, -2.85121)
H (-1.26976, -0.08304, -3.35299)

The highest occupied orbital energy comes out at -9.215 eV. The LUMO energy is 1.06 eV. The net charge is 0. For the HOMO-LUMO gap, the calculation gives 0.3774 Ha. Its SMILES is O=C1CN2C[C@@H]2N1.[H][H]. As for the spin multiplicity: 1.

---

Record 2
Molecular formula: H3NS2
Method: DFT, the ωB97M-V functional and the def2-TZVPD basis

Positions of all 6 atoms, in Å:
N (-0.03667, 0.54668, 1.45612)
S (0.13460, 2.09756, 1.57816)
H (0.87925, 0.09045, 1.55245)
S (-0.10658, -1.38908, -1.28498)
H (-0.81700, -1.17805, -2.42324)
H (-0.05360, -0.16755, -0.87851)

The highest occupied orbital energy (alpha / beta) comes out at -8.967 / -8.955 eV. The LUMO energy (alpha / beta) is -1.55 / -1.55 eV. The net charge is 0. For the HOMO-LUMO gap (alpha / beta), the calculation gives 0.2725 / 0.2722 Ha. Its SMILES is N=S.S. As for the spin multiplicity: 1.

---

Record 3
Molecular formula: C36H92BaF3N6O15S
Method: DFT, the ωB97M-V functional and the def2-TZVPD basis

Positions of all 154 atoms, in Å:
Ba (8.95794, -8.11064, -19.17031)
C (7.38169, -11.08888, -23.53256)
F (6.39053, -11.46138, -22.78129)
F (8.16009, -12.17567, -23.92460)
F (6.84588, -10.56898, -24.64107)
S (8.39520, -9.50335, -22.76146)
O (8.49720, -9.66428, -21.30919)
O (9.71257, -9.41763, -23.35489)
O (7.50234, -8.36496, -23.15490)
C (8.24278, -12.03861, -18.37862)
C (7.07284, -11.18750, -17.96389)
C (6.89195, -10.97236, -16.42984)
O (5.48332, -10.72726, -16.01125)
C (5.33314, -10.40994, -14.66348)
N (7.00411, -9.91272, -18.68909)
H (8.23510, -12.19071, -19.45793)
H (8.09606, -12.91094, -17.74174)
H (9.09879, -11.52593, -17.93987)
H (6.13556, -11.69190, -18.19884)
H (7.34827, -10.04526, -16.08293)
H (7.23413, -11.81278, -15.82592)
H (6.11917, -9.70945, -14.38140)
H (5.43397, -11.22374, -13.94539)
H (4.31045, -10.05131, -14.54687)
H (6.78147, -10.26267, -19.61000)
H (6.05077, -9.63961, -18.49765)
C (8.32745, -8.46480, -27.29911)
C (8.81487, -7.07589, -27.33278)
C (8.82529, -6.26893, -28.63977)
O (9.85862, -5.23503, -28.73231)
C (9.31491, -4.02556, -28.84998)
N (8.02259, -6.22990, -26.42017)
H (7.42406, -8.53700, -27.90472)
H (8.29054, -8.95324, -26.32537)
H (9.08468, -9.06252, -27.80650)
H (9.80575, -7.03799, -26.88021)
H (7.82648, -5.85252, -28.77048)
H (9.13981, -6.88054, -29.48541)
H (9.93321, -3.30069, -28.32048)
H (8.39477, -3.80416, -28.30921)
H (9.17446, -3.63320, -29.85717)
H (7.02439, -6.25803, -26.57152)
H (8.05631, -6.80514, -25.59068)
C (11.30945, -15.52379, -23.90632)
C (10.53922, -15.11921, -22.55986)
C (11.08697, -15.84272, -21.32938)
O (10.05657, -16.02316, -20.30464)
C (9.45920, -14.84622, -19.78673)
N (10.75156, -13.70731, -22.58888)
H (12.24149, -14.98621, -24.08076)
H (10.86761, -15.48002, -24.90179)
H (11.59343, -16.56021, -23.72391)
H (9.45358, -15.17522, -22.63956)
H (11.98197, -15.38009, -20.91339)
H (11.51235, -16.81514, -21.57746)
H (8.80277, -14.33668, -20.49212)
H (10.12107, -14.09718, -19.35202)
H (8.85619, -15.23132, -18.96443)
H (11.69520, -13.60729, -22.93476)
H (10.08550, -13.32981, -23.24763)
C (4.97734, -5.71481, -22.01008)
C (5.74719, -5.76654, -20.64392)
C (5.00103, -5.42548, -19.30059)
O (4.29958, -4.23952, -19.42995)
C (4.86209, -3.03747, -19.37717)
N (6.30957, -7.07697, -20.80063)
H (4.74263, -4.66684, -22.19650)
H (4.00845, -6.20742, -21.92825)
H (5.50950, -6.10455, -22.87784)
H (6.63419, -5.14612, -20.51578)
H (5.66981, -5.41271, -18.43996)
H (4.33026, -6.26967, -19.14087)
H (5.62915, -2.96691, -20.14837)
H (5.40426, -2.73377, -18.48168)
H (4.06479, -2.30941, -19.52667)
H (6.65549, -7.13936, -21.74749)
H (5.55114, -7.74009, -20.72886)
C (14.36056, -12.06853, -21.12260)
C (13.23335, -11.14966, -21.69422)
C (13.08972, -10.98011, -23.26479)
O (13.42070, -12.18287, -23.98311)
C (13.52300, -11.85070, -25.38952)
N (11.98227, -11.46757, -21.04060)
H (14.47246, -11.82523, -20.06601)
H (15.35353, -11.90781, -21.54246)
H (14.12412, -13.09855, -21.38956)
H (13.44564, -10.14352, -21.33268)
H (13.74952, -10.27239, -23.76669)
H (12.04119, -10.75287, -23.45728)
H (12.63079, -11.67292, -25.98989)
H (13.82472, -12.75504, -25.91795)
H (13.99534, -10.91997, -25.70375)
H (12.12553, -11.91342, -20.14572)
H (11.36424, -12.12434, -21.49533)
C (4.34243, -8.31016, -25.86762)
C (4.04069, -9.75209, -26.23411)
O (3.34362, -9.74940, -27.45754)
O (5.05518, -7.58480, -26.88842)
H (4.99251, -8.47101, -25.00761)
H (3.40085, -7.77119, -25.76255)
H (3.34187, -10.03443, -25.44669)
H (4.94490, -10.36043, -26.25496)
H (2.41960, -9.50398, -27.37070)
H (4.59890, -8.00471, -27.62128)
C (9.87007, -13.89024, -27.03320)
C (9.59326, -12.37142, -27.42339)
O (8.17999, -12.20524, -27.32927)
O (9.24612, -14.65971, -28.07707)
H (9.72279, -14.17305, -25.99089)
H (10.93955, -13.99715, -27.21453)
H (10.00677, -11.80403, -28.25716)
H (10.06281, -11.66061, -26.74341)
H (8.01783, -12.15810, -26.38424)
H (9.09602, -14.12262, -28.85849)
C (11.56800, -7.26417, -21.14016)
C (10.41327, -6.53215, -21.81429)
O (9.55648, -5.77182, -20.93239)
O (11.17632, -8.46788, -20.50662)
H (12.08748, -6.73046, -20.34429)
H (12.43800, -7.35937, -21.78989)
H (9.79832, -7.06024, -22.54303)
H (10.86248, -5.70493, -22.36386)
H (9.48090, -4.95305, -21.42787)
H (11.15997, -9.22720, -21.09378)
C (0.67798, -13.13004, -19.62749)
C (2.14917, -12.83900, -19.67207)
C (2.74388, -13.00758, -21.11150)
C (2.43813, -11.81716, -22.08411)
C (3.05829, -10.62225, -21.33181)
C (2.59777, -10.30576, -19.91083)
N (2.52148, -11.57945, -19.06904)
O (2.17225, -11.44436, -17.71872)
C (3.49003, -9.18621, -19.31899)
C (1.10713, -9.77295, -20.14394)
C (2.87866, -13.97388, -18.87662)
H (0.09295, -12.80806, -18.76599)
H (0.45161, -14.16848, -19.86934)
H (0.17310, -12.58054, -20.42200)
H (3.82028, -13.12439, -20.98577)
H (2.37715, -13.91962, -21.58244)
H (1.43877, -11.74654, -22.51354)
H (3.14048, -11.90276, -22.91326)
H (3.07101, -9.71651, -21.93808)
H (4.11308, -10.88343, -21.41718)
H (2.92391, -8.90204, -18.43194)
H (4.45843, -9.48580, -18.91830)
H (3.59672, -8.35671, -20.01802)
H (1.16250, -8.82380, -20.67699)
H (0.50957, -10.37103, -20.83193)
H (0.59235, -9.68927, -19.18681)
H (3.96153, -13.89856, -18.97575)
H (2.40779, -14.93164, -19.09813)
H (2.72061, -13.82196, -17.80889)
H (3.04226, -11.39208, -17.31630)

The highest occupied orbital energy comes out at -10.012 eV. The LUMO energy is -3.52 eV. The net charge is +1. For the HOMO-LUMO gap, the calculation gives 0.2386 Ha. As for the spin multiplicity: 1.

---

Record 4
Molecular formula: C49H57BrN6O5Ti
Method: DFT, the ωB97M-V functional and the def2-TZVPD basis

Positions of all 119 atoms, in Å:
Ti (0.26181, 1.23381, 0.90593)
N (2.96833, -0.43814, 1.13422)
C (3.44566, 0.45760, 2.17476)
C (2.96633, 1.89031, 1.97912)
O (3.55817, 2.78930, 2.53932)
O (1.92839, 2.06558, 1.19948)
H (3.03379, -1.40915, 1.40894)
H (3.50090, -0.30064, 0.28348)
H (4.53324, 0.50793, 2.26371)
H (3.04282, 0.13134, 3.13511)
Br (4.23265, -7.00211, 1.33894)
C (3.16724, -6.22146, 2.72163)
C (2.16601, -6.97008, 3.32414)
C (1.40644, -6.40932, 4.33164)
C (1.60429, -5.07998, 4.77547)
C (2.62875, -4.34476, 4.11808)
C (3.40150, -4.91473, 3.12176)
N (0.87115, -4.66711, 5.85560)
N (0.78551, -3.38618, 6.19969)
C (0.51626, -2.37054, 5.30717)
C (1.05972, -1.12216, 5.59845)
C (0.93503, -0.02782, 4.73648)
C (0.21992, -0.10342, 3.56702)
O (0.19095, 0.93122, 2.70109)
C (-0.53483, -1.28788, 3.32032)
N (-1.44367, -1.24042, 2.31000)
C (-2.19346, -2.29072, 2.09573)
C (-2.11815, -3.46488, 2.86150)
C (-1.22307, -3.52146, 3.89489)
C (-0.38109, -2.42397, 4.16641)
H (1.98742, -7.98932, 3.00478)
H (0.63043, -6.98983, 4.81706)
H (2.82905, -3.32915, 4.42753)
H (4.19169, -4.34295, 2.65037)
H (1.66081, -1.04475, 6.49624)
H (1.44671, 0.90229, 4.96153)
H (-2.91712, -2.21370, 1.28863)
H (-2.76987, -4.30081, 2.64066)
H (-1.17766, -4.39479, 4.52657)
C (-0.99681, -2.81484, -3.82583)
C (-1.13016, -2.24808, -2.40989)
C (-0.33843, -3.09945, -1.41113)
C (-2.58173, -2.12991, -1.97344)
C (-3.39193, -3.24982, -2.08229)
C (-4.73000, -3.20195, -1.73231)
C (-5.24118, -2.01987, -1.23488)
C (-4.46583, -0.87095, -1.06354)
C (-5.20318, 0.27345, -0.36404)
C (-6.06025, 1.11096, -1.32223)
C (-4.37912, 1.15981, 0.55937)
C (-3.11155, -0.91960, -1.46157)
N (-2.24706, 0.19003, -1.42141)
C (-2.58193, 1.39388, -1.98846)
C (-1.81058, 2.50574, -2.34194)
C (-2.56413, 3.49145, -3.06389)
C (-2.00085, 4.43953, -3.88099)
C (-0.61390, 4.42822, -4.03490)
C (0.15497, 3.58151, -3.24739)
C (-0.36057, 2.72076, -2.24896)
N (0.47846, 2.06751, -1.37985)
C (1.85811, 2.35326, -1.54187)
C (2.45525, 3.54770, -1.07015)
C (3.83670, 3.66164, -1.08925)
C (4.65154, 2.65030, -1.58343)
C (4.06560, 1.51566, -2.11395)
C (2.67889, 1.36426, -2.11871)
C (2.05689, 0.19567, -2.86999)
C (2.67646, -1.16478, -2.54121)
C (2.13975, 0.45556, -4.37905)
C (1.63867, 4.70809, -0.51821)
C (1.79775, 5.96235, -1.39114)
C (2.02390, 5.08987, 0.91665)
H (0.04456, -2.76139, -4.15338)
H (-1.60926, -2.24940, -4.53133)
H (-1.30438, -3.86295, -3.87297)
H (-0.70648, -1.24419, -2.43209)
H (-0.79176, -4.08997, -1.31081)
H (-0.32337, -2.63480, -0.42489)
H (0.69278, -3.23275, -1.74749)
H (-2.97075, -4.17949, -2.44931)
H (-5.35780, -4.08028, -1.82514)
H (-6.28199, -1.98207, -0.92723)
H (-5.91824, -0.24716, 0.27984)
H (-5.45062, 1.75141, -1.96095)
H (-6.72899, 1.75877, -0.74840)
H (-6.67076, 0.46984, -1.96351)
H (-3.83974, 1.93268, 0.01572)
H (-3.64210, 0.58448, 1.11834)
H (-5.04791, 1.64765, 1.27479)
H (-3.59679, 1.40390, -2.36197)
H (-3.64641, 3.41686, -3.00985)
H (-2.62395, 5.14166, -4.42270)
H (-0.12859, 5.09533, -4.73875)
H (1.22910, 3.61518, -3.36843)
H (4.29643, 4.55911, -0.68834)
H (5.72991, 2.75785, -1.56866)
H (4.69413, 0.74090, -2.54250)
H (0.99652, 0.17477, -2.61361)
H (3.73914, -1.19259, -2.79684)
H (2.18130, -1.95063, -3.11603)
H (2.57748, -1.42301, -1.48469)
H (3.18520, 0.51850, -4.69676)
H (1.64728, 1.39630, -4.63143)
H (1.65557, -0.34943, -4.94083)
H (0.59133, 4.40402, -0.51860)
H (2.84430, 6.28304, -1.39250)
H (1.19768, 6.77941, -0.98044)
H (1.48341, 5.79768, -2.41906)
H (3.01429, 5.55474, 0.94351)
H (2.04751, 4.23226, 1.58270)
H (1.30599, 5.82099, 1.30116)
O (0.15218, -0.30769, -0.00090)
H (0.89292, -0.37134, -0.61918)
H (-1.32506, 0.05273, -1.02470)
C (-1.48171, 3.19021, 2.00307)
O (-1.09917, 2.38379, 0.91633)
H (-1.90315, 2.58312, 2.80826)
H (-2.23537, 3.91238, 1.67799)
H (-0.63046, 3.74447, 2.40901)

The highest occupied orbital energy (alpha / beta) comes out at -0.561 / -1.752 eV. Its expectation value of S² is 2.07. The LUMO energy (alpha / beta) is 3.88 / 3.88 eV. The net charge is -2. For the HOMO-LUMO gap (alpha / beta), the calculation gives 0.1633 / 0.2070 Ha. As for the spin multiplicity: 3.

---

Record 5
Molecular formula: C4H7N2
Method: DFT, the ωB97M-V functional and the def2-TZVPD basis

Positions of all 13 atoms, in Å:
C (0.82445, -1.95158, -0.09842)
N (-0.24105, -1.14264, -0.72611)
C (-0.37451, 0.09728, -0.23585)
C (-1.10539, 1.32155, -0.05636)
C (-0.02585, 2.06364, 0.61133)
N (-0.15379, 0.62511, 0.98430)
H (1.11030, -2.72192, -0.77692)
H (1.62436, -1.22640, -0.04874)
H (0.49054, -2.33921, 0.80124)
H (-0.50905, -1.35567, -1.77362)
H (-2.13076, 1.63754, -0.15648)
H (0.78594, 2.31091, 0.06227)
H (-0.29520, 2.68139, 1.41334)

The highest occupied orbital energy comes out at -15.818 eV. The LUMO energy is -4.34 eV. The net charge is +1. For the HOMO-LUMO gap, the calculation gives 0.4219 Ha. Its SMILES is C/[NH+]=C1/[C@@H]2CN12. As for the spin multiplicity: 1.

---

Record 6
Molecular formula: C18H30AsBrN3O4RuS2Se2
Method: DFT, the ωB97M-V functional and the def2-TZVPD basis

Positions of all 62 atoms, in Å:
Ru (-0.01020, -0.16833, -0.35838)
O (2.83799, 1.55226, -2.15803)
C (3.40879, 2.57966, -1.36834)
C (2.88658, 2.56311, 0.08403)
C (3.76837, 3.60033, 0.81992)
O (3.43013, 3.75902, 2.17572)
C (3.09615, 1.21259, 0.77670)
Se (2.31645, -0.38155, -0.03788)
C (1.42315, 3.00369, 0.21527)
Se (0.12202, 2.13721, -0.96671)
H (3.33072, 1.46161, -2.98211)
H (3.17236, 3.55451, -1.80971)
H (4.49731, 2.46535, -1.34188)
H (3.73410, 4.55039, 0.27331)
H (4.80008, 3.24317, 0.80580)
H (2.68239, 4.35746, 2.27100)
H (2.66597, 1.24516, 1.77923)
H (4.16198, 1.00302, 0.86895)
H (1.33095, 4.06832, -0.00560)
H (1.05986, 2.81978, 1.22774)
Br (-2.90916, 4.63901, 0.82503)
C (-2.14696, 3.66714, 2.25873)
C (-1.99245, 4.24929, 3.50920)
N (-1.44227, 3.58582, 4.51339)
C (-1.04599, 2.33119, 4.34544)
C (-1.17005, 1.66933, 3.12646)
C (-1.73913, 2.35901, 2.07025)
C (-0.73301, 0.20907, 2.97925)
O (-0.91001, -0.54093, 3.92238)
O (-0.13114, -0.09866, 1.87878)
H (-2.31951, 5.26525, 3.69781)
H (-0.61109, 1.83964, 5.20671)
H (-1.88460, 1.88671, 1.11458)
C (-1.65636, 0.21916, -3.54376)
N (-2.49950, -0.88887, -3.15812)
C (-2.85846, -1.93296, -4.12223)
C (-3.59993, -2.96766, -3.26048)
N (-3.38890, -2.44851, -1.91156)
C (-2.77248, -1.26533, -1.91331)
S (-2.45711, -0.36468, -0.49956)
H (-1.75697, 0.36730, -4.61648)
H (-0.60673, 0.01194, -3.31038)
H (-1.96077, 1.12928, -3.02946)
H (-1.95575, -2.34234, -4.57994)
H (-3.49572, -1.51047, -4.89832)
H (-3.17299, -3.96476, -3.35831)
H (-4.66092, -3.01833, -3.50501)
H (-3.85193, -2.81610, -1.10005)
C (-1.38846, -4.49096, 0.59772)
As (0.33465, -3.72273, 0.15311)
C (1.04403, -3.09243, 1.83185)
C (1.45448, -5.15043, -0.51731)
S (0.15789, -2.40389, -1.51367)
H (-1.22837, -5.29660, 1.31381)
H (-1.87089, -4.88271, -0.29465)
H (-2.00385, -3.71705, 1.05549)
H (0.85469, -3.85726, 2.58442)
H (0.53800, -2.16519, 2.11626)
H (2.11174, -2.90814, 1.74171)
H (1.50682, -5.99174, 0.17136)
H (2.45008, -4.73928, -0.67549)
H (1.05389, -5.47788, -1.47468)

The highest occupied orbital energy (alpha / beta) comes out at -10.895 / -10.977 eV. Its expectation value of S² is 6.03. The LUMO energy (alpha / beta) is -3.34 / -5.16 eV. The net charge is +1. For the HOMO-LUMO gap (alpha / beta), the calculation gives 0.2778 / 0.2138 Ha. As for the spin multiplicity: 5.

---

Going through the records in order, we get energy relative to the best compared isomer or geometry (same formula, charge and spin) values of 61.9 45.8 0.0 10.8 103.8 26.1 kcal/mol.